i) This record from OMol25 describes an isolated ion of composition C5H8N and charge +1. The level of theory is ωB97M-V with the def2-TZVPD basis set.

Each line ends with the Löwdin charge.
Positions of all 14 atoms, in Å:
H: 1.75816 -0.68740 1.03632  0.103
C: 0.02057 1.33654 -0.01906  0.057
C: -0.85999 0.22891 -0.04998  -0.257
H: -0.19987 2.42661 0.12554  0.189
C: 1.47483 -0.42918 0.10230  -0.096
N: 1.26287 0.97636 -0.05870  0.119
H: -0.12943 -1.78971 0.57490  0.132
C: -2.18369 0.23905 0.08768  0.179
H: -2.93781 -0.63278 0.00394  0.143
C: 0.03097 -0.96091 -0.10292  -0.084
H: 2.07039 1.56961 -0.02925  0.182
H: 2.20265 -0.79592 -0.57495  0.133
H: 0.10264 -1.57721 -1.00164  0.136
H: -2.68629 1.14396 0.21800  0.064

The spin multiplicity is 1. As for the SMILES: C=C1C=[NH+]CC1. Its net charge is +1. For the LUMO energy, the calculation gives -5.390 eV. The orbital gap is 0.3389 hartree.

***

ii) This record from OMol25 describes an isolated ion of composition C5H8N and charge +1. The level of theory is ωB97M-V with the def2-TZVPD basis set.

Each line ends with the Löwdin charge.
Positions of all 14 atoms, in Å:
H: 0.72854 -0.83641 -1.43948  0.268
H: 2.47678 0.35878 -0.19562  0.098
N: 0.57045 -0.55727 -0.34174  0.000
H: 0.74344 1.58736 -1.04222  0.135
H: 1.78801 -0.03271 1.44709  0.136
H: -0.64743 -1.15001 1.20151  0.116
C: -0.97304 1.25669 0.05484  -0.010
C: 0.47324 0.97856 -0.22337  -0.118
H: -0.95076 -2.02742 -0.16816  0.128
C: -1.74855 0.14517 0.04359  0.015
C: 1.66354 0.19061 0.39843  0.090
H: -2.76030 0.13098 0.33389  0.111
C: -0.79990 -1.02507 0.17211  -0.069
H: -1.27658 2.24558 0.14228  0.101

The spin multiplicity is 1. As for the SMILES: C1=C[C@H]2C[N@H+]2C1. Its net charge is +1. For the LUMO energy, the calculation gives -3.718 eV. The orbital gap is 0.3891 hartree.

***

iii) This record from OMol25 describes an isolated ion of composition C5H8N and charge +1. The level of theory is ωB97M-V with the def2-TZVPD basis set.

Each line ends with the Löwdin charge.
Positions of all 14 atoms, in Å:
C: 2.54210 0.12132 0.06153  0.061
H: 3.07212 -0.54358 -0.55846  0.104
H: -1.00101 0.43385 -1.52722  0.145
H: -0.00628 -1.67191 0.68983  0.192
H: -2.11552 0.18887 1.31950  0.143
H: 2.66184 -0.06114 1.11300  0.130
C: 1.13257 0.07035 -0.20947  -0.147
H: -2.94262 0.95764 -0.28138  0.117
H: 2.90637 1.06558 -0.13282  0.088
C: 0.02900 -0.82160 -0.09731  0.098
C: -1.11163 0.15527 -0.52234  -0.213
N: 0.07677 0.76044 0.08148  0.206
H: -2.83119 -0.76707 -0.14491  0.072
C: -2.41252 0.11198 0.20855  0.005

The spin multiplicity is 1. As for the SMILES: CC1=[N+]2[C@H](C)[C@@H]12. Its net charge is +1. For the LUMO energy, the calculation gives -5.014 eV. The orbital gap is 0.3919 hartree.

***

In terms of stability, i) leads; the second structure lies 176.6 kJ/mol higher.